Record 1
{
  "formula": "C5H7F3",
  "method": "ωB97M-V/def2-TZVPD",
  "elements": ["C", "C", "C", "C", "C", "F", "F", "F", "H", "H", "H", "H", "H", "H", "H"],
  "positions_angstrom": [[1.815, 0.516, -1.024], [0.483, 0.035, 0.013], [1.926, -0.455, 0.091], [0.116, 0.810, 1.215], [-0.432, -1.007, -0.542], [2.268, 1.757, -0.773], [2.288, -1.747, -0.193], [2.617, -0.239, 1.257], [1.809, 0.354, -2.027], [-0.213, 0.197, 1.947], [-0.696, 1.366, 0.867], [0.860, 1.541, 1.455], [-0.010, -1.435, -1.336], [-1.314, -0.626, -0.928], [-0.668, -1.854, 0.112]],
  "atomic_forces_ev_per_a": [[-2.09, 0.82, 4.84], [4.07, -1.91, -1.21], [0.23, -1.47, 0.79], [0.73, 2.13, -3.06], [-0.37, 0.57, 2.59], [0.42, 0.70, 0.23], [-0.70, 0.24, -0.72], [-0.32, 1.10, -0.88], [-0.19, -1.25, -2.60], [-0.60, -1.90, 2.67], [-1.78, 1.26, -0.05], [0.54, 0.07, 0.66], [1.99, -1.83, -3.28], [-2.03, 1.06, -0.39], [0.09, 0.43, 0.42]],
  "lumo_energy_ev": 0.89,
  "mol_weight_g_mol": 124.1,
  "fmax_ha_per_bohr": 0.104,
  "smiles": "CC1(C)[C@@H](F)C1(F)F",
  "relative_energy_ev": 1.756
}

Record 2
{
  "formula": "C13H35GaN2O6PS",
  "method": "ωB97M-V/def2-TZVPD",
  "elements": ["C", "C", "Ga", "S", "O", "C", "C", "C", "P", "O", "O", "O", "H", "H", "H", "H", "H", "H", "H", "H", "H", "H", "H", "H", "H", "C", "C", "C", "O", "C", "N", "H", "H", "H", "H", "H", "H", "H", "H", "H", "H", "H", "C", "C", "C", "O", "C", "N", "H", "H", "H", "H", "H", "H", "H", "H", "H", "H", "H"],
  "positions_angstrom": [[-1.568, -4.370, -4.454], [-0.785, -3.739, -5.444], [1.191, -4.140, -5.801], [1.511, -6.405, -6.033], [2.177, -3.477, -4.329], [2.625, -4.514, -3.449], [3.416, -3.760, -2.258], [2.447, -2.567, -1.787], [1.855, -2.910, -7.681], [0.716, -2.719, -8.680], [3.221, -3.696, -8.369], [2.437, -1.396, -7.101], [-1.215, -5.379, -4.104], [-2.449, -3.805, -4.042], [-1.269, -2.925, -6.069], [2.863, -6.680, -6.217], [1.787, -5.126, -2.989], [3.352, -5.238, -3.927], [3.716, -4.457, -1.423], [4.302, -3.245, -2.760], [2.678, -1.655, -2.424], [2.521, -2.369, -0.677], [1.353, -2.814, -1.998], [2.906, -4.614, -8.519], [3.356, -1.570, -6.798], [-0.665, 1.629, 2.498], [0.369, 0.510, 2.579], [1.091, 0.243, 1.243], [0.326, -0.499, 0.305], [-0.576, 0.278, -0.463], [-0.279, -0.701, 3.096], [-1.574, 1.323, 1.976], [-0.965, 1.942, 3.501], [-0.255, 2.505, 1.987], [1.129, 0.827, 3.303], [1.969, -0.376, 1.456], [1.466, 1.170, 0.794], [-0.175, 1.269, -0.691], [-1.536, 0.364, 0.051], [-0.754, -0.248, -1.404], [0.431, -1.417, 3.233], [-0.857, -1.077, 2.346], [-3.099, 6.224, 6.363], [-2.065, 5.105, 6.444], [-1.347, 4.835, 5.107], [-2.115, 4.091, 4.170], [-3.019, 4.868, 3.403], [-2.713, 3.896, 6.964], [-4.009, 5.918, 5.844], [-3.396, 6.539, 7.366], [-2.690, 7.099, 5.849], [-1.304, 5.422, 7.165], [-0.469, 4.216, 5.318], [-0.972, 5.761, 4.655], [-2.618, 5.859, 3.173], [-3.977, 4.956, 3.919], [-3.200, 4.341, 2.464], [-2.004, 3.179, 7.102], [-3.294, 3.518, 6.216]],
  "atomic_forces_ev_per_a": [[1.96, 1.64, -2.21], [-1.79, -1.34, 1.10], [-0.62, 0.22, 0.71], [0.79, -0.62, -0.40], [0.27, -1.70, 0.01], [1.11, 0.79, 1.18], [-1.26, 0.85, -1.23], [-0.15, -0.41, -0.06], [-1.10, 0.70, -1.23], [2.28, -0.02, 1.52], [-1.34, 0.77, 0.55], [0.63, -2.25, -1.19], [-0.53, 1.35, 0.33], [0.54, -1.29, -0.53], [0.65, -0.48, 1.28], [-1.08, 0.63, 0.24], [0.66, 0.65, -0.54], [-0.82, 0.63, 0.24], [-0.24, 0.74, -0.90], [-0.81, -0.98, 0.89], [-0.32, -1.00, 1.09], [0.12, 0.08, -1.20], [1.44, 0.16, 0.25], [0.26, 0.65, 0.13], [-0.70, 0.26, -0.01], [0.02, 0.16, 0.22], [-0.33, -0.01, -0.36], [0.15, -0.34, 0.14], [0.17, 0.47, 0.13], [-0.13, -0.40, -0.11], [0.21, -0.09, -0.07], [0.09, -0.06, -0.02], [0.01, -0.06, -0.11], [-0.03, -0.03, 0.00], [0.05, -0.09, -0.06], [-0.08, -0.05, -0.06], [-0.13, 0.09, -0.03], [0.00, 0.02, 0.08], [-0.04, 0.22, -0.04], [0.12, -0.01, 0.07], [-0.05, 0.05, 0.09], [0.00, 0.09, 0.10], [-0.02, 0.24, 0.14], [-0.32, -0.05, -0.27], [0.16, -0.28, 0.18], [0.15, 0.50, 0.07], [-0.13, -0.38, -0.05], [0.23, -0.07, -0.13], [0.09, -0.06, -0.01], [0.03, -0.10, -0.07], [-0.03, -0.05, -0.01], [0.05, -0.09, -0.07], [-0.08, -0.06, -0.05], [-0.13, 0.08, -0.03], [0.00, 0.02, 0.09], [-0.04, 0.21, -0.06], [0.10, -0.01, 0.07], [-0.06, 0.05, 0.11], [-0.02, 0.08, 0.12]],
  "lumo_energy_ev": 1.97,
  "mol_weight_g_mol": 448.2,
  "total_charge": -1,
  "fmax_ha_per_bohr": 0.066,
  "relative_energy_ev": 1.088
}

Record 3
{
  "formula": "C15H24FO4P",
  "method": "ωB97M-V/def2-TZVPD",
  "elements": ["C", "H", "H", "H", "C", "C", "H", "H", "H", "C", "H", "H", "O", "P", "O", "O", "C", "C", "C", "H", "H", "H", "C", "H", "H", "H", "H", "H", "H", "H", "C", "C", "C", "C", "C", "C", "C", "H", "H", "F", "H", "H", "O", "H", "H"],
  "positions_angstrom": [[4.586, 1.561, -1.145], [5.240, 0.771, -1.507], [3.704, 1.601, -1.780], [5.112, 2.509, -1.222], [4.169, 1.300, 0.300], [3.316, 2.448, 0.828], [2.508, 2.658, 0.132], [3.916, 3.349, 0.934], [2.891, 2.196, 1.798], [3.422, -0.032, 0.413], [3.180, -0.241, 1.460], [4.044, -0.843, 0.021], [2.222, -0.037, -0.347], [0.800, 0.002, 0.395], [0.851, -0.194, 1.847], [-0.019, -1.117, -0.419], [-0.615, -2.207, 0.272], [0.134, -3.519, 0.022], [0.148, -3.852, -1.467], [-0.866, -3.954, -1.847], [0.680, -4.784, -1.643], [0.646, -3.058, -2.018], [1.552, -3.436, 0.577], [2.062, -4.390, 0.463], [1.536, -3.171, 1.631], [2.117, -2.677, 0.040], [-0.416, -4.299, 0.561], [-0.629, -1.984, 1.343], [-1.644, -2.278, -0.095], [5.066, 1.202, 0.923], [-0.028, 1.538, -0.261], [-1.506, 1.279, -0.152], [-2.311, 1.170, -1.276], [-3.656, 0.867, -1.151], [-4.177, 0.668, 0.112], [-3.396, 0.773, 1.250], [-2.057, 1.082, 1.111], [-1.426, 1.165, 1.982], [-3.838, 0.614, 2.221], [-5.486, 0.362, 0.242], [-4.295, 0.784, -2.016], [-1.891, 1.339, -2.256], [0.437, 1.822, -1.547], [0.444, 0.998, -2.049], [0.246, 2.385, 0.375]],
  "atomic_forces_ev_per_a": [[0.03, -0.06, 0.28], [0.09, -0.07, -0.11], [-0.08, 0.03, -0.11], [0.06, 0.10, -0.08], [-0.30, -0.15, -0.23], [0.18, -0.19, 0.04], [-0.10, 0.08, -0.08], [0.00, 0.12, 0.00], [-0.08, 0.05, 0.14], [0.89, 0.03, 0.53], [0.09, -0.03, -0.12], [-0.08, 0.04, 0.05], [-0.94, 0.18, -0.03], [0.15, -0.22, -0.88], [-0.11, 0.20, 0.24], [0.75, 0.79, 0.00], [-0.47, -0.79, 0.41], [0.06, 0.37, -0.19], [-0.07, -0.02, 0.29], [-0.10, -0.03, -0.12], [0.05, -0.09, -0.08], [0.07, 0.06, -0.11], [-0.25, -0.08, 0.04], [0.10, -0.06, -0.01], [0.08, 0.04, 0.13], [0.13, 0.06, -0.07], [-0.03, 0.07, 0.01], [-0.08, -0.04, -0.10], [0.08, 0.03, 0.05], [-0.05, -0.06, 0.00], [0.29, -0.54, 0.69], [-0.24, 0.15, -0.03], [0.13, 0.06, 0.12], [-0.18, -0.07, 0.15], [0.12, 0.01, -0.01], [-0.23, -0.05, -0.09], [-0.07, 0.09, -0.18], [0.06, -0.02, 0.16], [-0.07, -0.01, 0.09], [0.10, 0.03, 0.00], [-0.09, -0.01, -0.07], [0.03, 0.01, -0.07], [0.00, 0.04, -0.50], [0.05, 0.10, -0.16], [0.04, -0.14, 0.00]],
  "lumo_energy_ev": 0.74,
  "mol_weight_g_mol": 318.3,
  "fmax_ha_per_bohr": 0.021,
  "smiles": "CC(C)COP(=O)(OCC(C)C)[C@@H](O)c1ccc(F)cc1",
  "relative_energy_ev": 0.000
}

Record 4
{
  "formula": "C48H44CdF6N2O6P2S2Si",
  "method": "ωB97M-V/def2-TZVPD",
  "elements": ["Cd", "O", "S", "C", "C", "C", "C", "C", "C", "P", "C", "C", "C", "C", "C", "C", "C", "C", "C", "C", "C", "C", "C", "C", "C", "C", "C", "C", "P", "C", "C", "C", "C", "C", "C", "C", "C", "C", "C", "C", "C", "H", "H", "H", "H", "H", "H", "H", "H", "H", "H", "H", "H", "H", "H", "H", "H", "H", "H", "H", "H", "H", "H", "H", "H", "H", "H", "H", "H", "O", "C", "O", "C", "O", "O", "N", "C", "N", "S", "H", "H", "H", "H", "C", "C", "O", "C", "F", "F", "F", "C", "F", "F", "F", "H", "H", "H", "C", "Si", "C", "C", "C", "C", "H", "H", "H", "H", "H", "H", "H", "H", "H"],
  "positions_angstrom": [[-0.170, -1.909, 0.924], [0.007, 2.642, 1.491], [-0.239, 1.990, 0.166], [1.002, 2.676, -0.977], [1.114, 4.045, -1.202], [2.140, 4.530, -1.990], [3.057, 3.636, -2.547], [2.943, 2.280, -2.297], [1.921, 1.770, -1.492], [1.762, -0.071, -1.048], [2.204, -0.795, -2.681], [1.655, -0.256, -3.843], [1.909, -0.825, -5.081], [2.699, -1.964, -5.174], [3.226, -2.525, -4.024], [2.984, -1.944, -2.787], [3.353, -0.193, -0.118], [3.242, -0.215, 1.270], [4.369, -0.327, 2.071], [5.629, -0.409, 1.497], [5.754, -0.376, 0.115], [4.624, -0.272, -0.683], [-1.768, 2.807, -0.429], [-2.173, 3.892, 0.337], [-3.313, 4.596, -0.006], [-4.053, 4.200, -1.115], [-3.663, 3.090, -1.846], [-2.523, 2.356, -1.517], [-1.964, 0.820, -2.404], [-1.917, 1.428, -4.148], [-1.751, 2.766, -4.497], [-1.698, 3.149, -5.834], [-1.807, 2.197, -6.837], [-1.928, 0.854, -6.497], [-1.969, 0.471, -5.166], [-3.549, -0.133, -2.541], [-4.630, 0.275, -3.327], [-5.786, -0.485, -3.401], [-5.875, -1.684, -2.702], [-4.796, -2.117, -1.948], [-3.641, -1.348, -1.872], [0.393, 4.722, -0.763], [2.228, 5.594, -2.174], [3.864, 4.002, -3.170], [3.664, 1.605, -2.736], [1.032, 0.626, -3.783], [1.473, -0.385, -5.968], [2.881, -2.423, -6.139], [3.810, -3.435, -4.077], [3.373, -2.416, -1.893], [2.262, -0.156, 1.735], [4.260, -0.368, 3.144], [6.508, -0.510, 2.123], [6.732, -0.447, -0.345], [4.742, -0.277, -1.758], [-1.589, 4.143, 1.216], [-3.630, 5.443, 0.591], [-4.945, 4.744, -1.398], [-4.265, 2.793, -2.693], [-1.661, 3.520, -3.725], [-1.576, 4.195, -6.088], [-1.773, 2.496, -7.878], [-1.973, 0.097, -7.270], [-2.021, -0.584, -4.907], [-4.563, 1.178, -3.923], [-6.610, -0.148, -4.018], [-6.775, -2.285, -2.764], [-4.839, -3.065, -1.426], [-2.799, -1.706, -1.299], [1.657, -4.618, -1.457], [1.090, -3.605, -1.091], [1.535, -2.802, -0.158], [-0.230, -3.124, -1.815], [-0.450, -3.505, -2.958], [-0.955, -2.307, -1.142], [-2.044, 1.607, 3.821], [-1.394, 0.337, 3.500], [-2.016, -0.703, 4.303], [-1.655, -0.071, 1.719], [-3.008, 1.519, 3.518], [-1.609, 2.333, 3.259], [-1.729, -0.575, 5.270], [-1.622, -1.590, 3.976], [-2.722, -4.136, 3.263], [-1.186, -4.182, 3.148], [-0.629, -2.968, 2.955], [-0.640, -4.753, 4.488], [-0.874, -3.869, 5.481], [0.681, -4.972, 4.469], [-1.224, -5.913, 4.885], [-0.834, -5.174, 2.005], [-1.198, -6.458, 2.252], [-1.479, -4.806, 0.879], [0.468, -5.182, 1.722], [-2.996, -3.578, 4.158], [-3.161, -5.134, 3.305], [-3.102, -3.599, 2.395], [2.105, 2.809, 6.130], [2.322, 1.001, 5.698], [1.904, -0.085, 7.165], [4.134, 0.739, 5.328], [1.110, 0.625, 4.406], [0.030, 0.501, 3.872], [2.730, 3.114, 6.975], [1.060, 3.016, 6.372], [2.370, 3.424, 5.265], [2.550, 0.118, 8.025], [2.021, -1.137, 6.888], [0.864, 0.059, 7.468], [4.716, 1.085, 6.187], [4.461, 1.300, 4.450], [4.367, -0.317, 5.169]],
  "atomic_forces_ev_per_a": [[-0.28, -0.08, 0.29], [0.31, 0.24, -0.35], [-0.32, -0.21, 0.11], [-0.35, 0.22, 0.32], [0.01, 0.08, -0.13], [0.05, -0.10, -0.05], [-0.12, 0.04, 0.10], [0.07, 0.08, -0.03], [-0.11, -0.48, -0.06], [0.37, 0.41, -0.27], [0.00, 0.12, 0.07], [0.08, 0.03, -0.04], [-0.01, -0.06, 0.06], [-0.04, 0.05, -0.06], [0.01, 0.00, 0.03], [0.00, -0.12, 0.10], [-0.06, -0.05, 0.00], [-0.05, -0.04, -0.03], [0.03, -0.02, 0.02], [-0.04, 0.00, -0.03], [-0.01, 0.01, -0.02], [0.04, 0.04, 0.01], [0.29, 0.18, -0.14], [-0.05, 0.01, 0.02], [-0.06, -0.07, -0.07], [0.03, 0.06, 0.09], [-0.08, -0.05, -0.06], [0.35, -0.01, 0.13], [-0.24, 0.03, -0.12], [0.10, 0.10, 0.16], [0.02, -0.02, -0.07], [-0.02, -0.06, 0.00], [0.05, 0.04, 0.02], [0.05, -0.02, 0.01], [0.12, -0.07, 0.02], [-0.01, 0.03, -0.06], [-0.01, 0.01, -0.06], [0.03, 0.02, 0.00], [0.08, -0.03, 0.03], [-0.19, 0.04, -0.12], [-0.06, 0.12, 0.29], [-0.04, 0.00, 0.06], [0.01, -0.01, -0.01], [-0.01, 0.00, 0.00], [0.02, -0.09, -0.01], [-0.10, 0.08, -0.02], [-0.05, 0.02, -0.07], [-0.01, 0.01, 0.01], [-0.02, 0.00, 0.03], [-0.03, 0.00, 0.00], [0.02, 0.01, 0.03], [-0.04, -0.05, -0.15], [0.00, 0.00, 0.01], [0.00, 0.00, 0.00], [-0.03, 0.00, -0.05], [0.05, 0.02, -0.07], [0.00, 0.01, 0.00], [-0.01, -0.01, 0.00], [0.02, -0.03, 0.03], [-0.04, -0.01, 0.01], [0.00, -0.01, 0.01], [-0.01, -0.01, 0.01], [-0.01, 0.01, 0.00], [-0.08, 0.09, -0.02], [0.01, 0.00, -0.01], [-0.01, 0.00, 0.01], [-0.01, 0.00, -0.01], [0.02, 0.02, 0.03], [0.14, -0.05, -0.04], [0.05, -0.02, -0.10], [0.16, 0.26, 0.20], [-0.33, -0.29, 0.02], [0.21, -0.06, -0.12], [-0.02, 0.02, 0.07], [0.07, -0.15, 0.33], [0.04, 0.02, 0.15], [-0.10, 0.06, -0.22], [0.06, -0.08, 0.03], [-0.03, -0.10, 0.06], [-0.03, -0.03, -0.03], [0.03, -0.06, -0.09], [0.00, 0.03, 0.00], [-0.04, -0.07, 0.01], [0.02, -0.03, -0.06], [-0.07, -0.19, 0.22], [0.17, -0.15, -0.54], [-0.02, 0.24, -0.08], [0.01, -0.05, 0.04], [0.02, -0.08, 0.03], [0.02, -0.02, 0.00], [0.16, 0.26, -0.03], [-0.05, 0.04, 0.03], [-0.01, 0.00, -0.03], [0.02, -0.08, 0.04], [0.00, 0.02, -0.02], [-0.05, 0.01, 0.01], [0.00, 0.01, 0.02], [-0.03, 0.14, 0.01], [-0.14, 0.06, 0.21], [-0.02, -0.07, 0.10], [0.12, -0.03, -0.13], [0.14, -0.04, -0.21], [-0.09, -0.09, 0.07], [-0.01, -0.03, -0.02], [0.04, -0.01, -0.01], [-0.02, -0.01, 0.04], [-0.02, 0.00, -0.03], [-0.02, 0.04, 0.02], [0.04, 0.00, -0.01], [-0.02, 0.00, 0.02], [0.00, -0.01, 0.08], [0.01, 0.06, 0.05]],
  "lumo_energy_ev": 3.83,
  "mol_weight_g_mol": 1125.5,
  "total_charge": -2,
  "fmax_ha_per_bohr": 0.012,
  "relative_energy_ev": 0.000
}